(1)
The following is a DFT calculation (ωB97M-V with the def2-TZVPD basis set) of 2 unconnected molecules or ions with the total composition C3H8O3.

The calculation puts the electronic energy at -344.73658 hartree. The SMILES is O=CO.CCO. Its net charge is 0.

Element x y z (Å)
O: 0.492740 -1.963374 -0.210493
C: 1.438425 -2.521209 0.158845
O: 2.313618 -3.111677 -0.651959
H: 1.746803 -2.271636 1.214486
H: 1.771402 -3.897637 -0.922194
C: -0.497142 1.299180 -0.855695
C: -0.707877 1.849809 0.531523
O: -1.782212 1.444775 1.489526
H: 0.484705 0.704745 -1.071986
H: -0.853395 2.316077 -1.460572
H: -1.181404 0.539690 -1.037827
H: 0.132018 1.611147 1.161908
H: -0.810369 2.991532 0.596253
H: -2.547313 1.008576 1.058185

Atomic forces in eV per Å
-3.81 1.02 -1.53
2.53 2.11 2.86
-0.27 -2.64 -0.15
0.44 -1.08 -0.57
1.10 0.62 -0.62
0.03 2.64 -1.10
-0.12 1.57 3.16
-0.27 -0.80 -1.68
-1.36 2.05 0.39
1.64 -3.23 0.33
-1.76 -1.24 -0.53
0.67 0.07 0.05
0.35 -1.56 -0.68
0.82 0.48 0.07

Results of the Löwdin charge analysis, in e, for atoms 1 through 5: O 0.108; C -0.453; O 0.065; H 0.152; H 0.139

---

(2)
The following is a DFT calculation (ωB97M-V with the def2-TZVPD basis set) of 2 unconnected molecules or ions with the total composition C5H11O3.

The calculation puts the electronic energy at -422.86684 hartree. Its net charge is -1.

Element x y z (Å)
C: -0.151924 0.399923 1.426890
C: -0.653418 1.341612 2.520413
C: 0.993298 1.068133 0.586647
O: 1.867485 0.248684 0.210182
O: 0.932353 2.294391 0.363250
H: 0.302099 -0.559940 1.664281
H: -0.968284 0.153095 0.742463
H: -1.124114 0.773393 3.324893
H: -1.345389 2.056650 2.067117
H: 0.110702 2.034150 2.875225
C: -0.319132 -1.959331 -1.613112
C: -0.547151 -0.764576 -2.495613
O: -1.479783 -2.155380 -0.747994
H: -0.163394 -2.886203 -2.166562
H: 0.428745 -1.739726 -0.856049
H: -1.211460 -0.900296 -3.357204
H: -2.185957 -2.653388 -1.181385
H: 0.400824 -0.586708 -3.016914
H: -0.868085 0.112994 -1.944498

Atomic forces in eV per Å
0.69 0.69 -0.85
-0.10 -0.05 -0.38
-0.26 -0.44 -0.13
0.17 0.03 -0.26
-0.11 0.09 0.11
-0.26 0.02 0.89
-0.06 0.07 -0.03
-0.11 0.32 0.19
-0.36 -0.31 0.09
0.36 -0.50 0.30
-1.87 0.14 1.07
0.82 -0.02 -1.25
-0.27 -0.40 -0.01
0.47 0.07 -0.05
0.60 -0.06 -0.45
-0.47 -0.42 0.40
0.39 0.24 -0.17
0.13 0.49 0.37
0.24 0.04 0.16

Results of the Löwdin charge analysis, in e, for atoms 1 through 5: C -0.201; C -0.135; C -0.765; O -0.115; O -0.091

---

(3)
The following is a DFT calculation (ωB97M-V with the def2-TZVPD basis set) of 3 unconnected molecules or ions with the total composition C2H9NO3.

The calculation puts the electronic energy at -362.00529 hartree. The SMILES is NCC=O.O.O. Its net charge is 0.

Element x y z (Å)
N: -0.956406 0.053751 0.134227
C: -0.662617 0.510163 -1.214082
C: 0.829468 0.640238 -1.343299
O: 1.627208 1.006259 -0.524085
H: -0.202506 -0.406005 0.665427
H: -1.133392 0.908228 0.635466
H: -1.109467 1.515233 -1.686825
H: -0.982262 -0.238600 -2.068647
H: 0.981260 0.379260 -2.374666
O: 3.438899 -2.509812 -0.155240
H: 4.174085 -2.125027 0.223743
H: 3.904726 -2.894314 -0.861503
O: -3.464373 0.830676 3.184732
H: -3.134497 0.534904 2.367132
H: -3.310119 1.795045 3.017618

Atomic forces in eV per Å
-1.57 0.96 0.40
0.11 -0.74 -1.61
-0.86 0.74 -0.69
-0.22 -0.40 -0.19
-0.13 0.35 -1.11
-0.21 0.01 0.65
0.60 -1.84 1.86
0.49 1.00 1.85
1.80 -0.05 -1.10
-2.35 -0.55 -0.15
2.09 1.87 2.18
0.22 -1.32 -2.04
-0.14 2.38 0.83
0.60 -1.48 -1.72
-0.46 -0.94 0.85

Results of the Löwdin charge analysis, in e, for atoms 1 through 5: N -0.007; C -0.268; C -0.310; O 0.064; H 0.091

---

(4)
The following is a DFT calculation (ωB97M-V with the def2-TZVPD basis set) of a molecular structure, C7H12NS2.

The calculation puts the electronic energy at -1124.70813 hartree. Its net charge is +1.

Element x y z (Å)
C: -1.555873 1.321261 1.050255
C: -0.326777 2.021039 1.278702
C: -1.687763 0.175810 0.449932
C: 0.761320 1.526089 0.628061
C: -0.439367 -0.459209 -0.061409
C: 0.564408 0.511621 -0.407735
C: -0.676009 -1.629130 -0.956807
N: 2.183858 -0.429329 -0.335178
S: 0.173819 -1.267355 1.701754
S: 0.453781 1.292713 -2.022062
H: -2.449298 1.858935 1.535102
H: -0.294461 2.788822 2.006717
H: -2.564949 -0.525084 0.578836
H: 1.707035 2.062775 0.559524
H: -0.596017 -1.263818 -1.951142
H: -1.828681 -1.833944 -0.924965
H: -0.299785 -2.594883 -0.728249
H: 2.945540 0.213595 -0.440229
H: 2.141750 -0.853003 -1.226445
H: 2.360726 -1.067524 0.413941
H: -0.834530 -2.138969 1.781236
H: 0.261272 0.289589 -2.929840

Atomic forces in eV per Å
-3.27 3.75 2.37
1.39 -2.07 -1.57
-0.35 -2.09 -0.31
-0.10 2.06 0.14
-0.79 -3.20 2.95
2.21 -0.08 -0.32
-4.04 0.25 -0.34
-1.48 1.83 -0.90
0.11 0.52 -0.82
0.40 0.06 -0.02
1.20 -1.28 -0.77
0.20 0.78 0.31
0.89 1.27 -0.53
-0.13 -0.08 0.48
0.55 -0.44 -1.22
1.91 0.27 0.03
1.20 -0.42 0.01
0.43 0.80 0.33
-0.02 -1.32 -0.99
-0.25 -0.62 0.62
-0.11 -0.07 -0.19
0.03 0.09 0.73

Results of the Löwdin charge analysis, in e, for atoms 1 through 5: C -0.119; C -0.026; C -0.119; C -0.147; C -0.683

---

(5)
The following is a DFT calculation (ωB97M-V with the def2-TZVPD basis set) of 2 unconnected molecules or ions with the total composition C2H5S.

The calculation puts the electronic energy at -477.35789 hartree. Its net charge is -1.

Element x y z (Å)
S: -3.629564 -0.064887 -1.888467
H: -4.398024 -1.107186 -2.220581
C: 0.750919 0.450855 0.716761
C: 1.946617 -0.142254 0.674152
H: 0.378271 1.157179 1.451485
H: 0.016780 0.266096 -0.064211
H: 2.449431 -0.272699 -0.273948
H: 2.485570 -0.287102 1.604809

Atomic forces in eV per Å
0.14 0.16 0.06
-0.09 -0.14 -0.04
-0.46 -0.20 -0.76
-0.31 1.07 0.74
0.03 -0.91 0.88
0.40 0.71 -0.61
-0.31 -1.27 -0.05
0.60 0.59 -0.21

Results of the Löwdin charge analysis, in e, for atoms 1 through 5: S -0.458; H -0.531; C -0.074; C -0.098; H 0.044

---

(6)
The following is a DFT calculation (ωB97M-V with the def2-TZVPD basis set) of 2 unconnected molecules or ions with the total composition C36H39N3O5S2.

The calculation puts the electronic energy at -2731.89326 hartree. Its net charge is 0.

Element x y z (Å)
C: -4.255658 0.053999 2.120561
C: -3.774010 -0.265482 0.719469
C: -4.626193 -1.318200 0.050542
N: -2.410351 -0.776427 0.736889
N: -2.179097 -2.082553 0.784717
N: -0.842861 -2.184584 0.868419
C: -0.244236 -3.527516 1.011190
C: -0.662320 -4.345249 -0.191513
C: -0.732588 -4.152442 2.304309
C: -0.241018 -0.971344 0.855197
C: 1.204405 -0.827410 0.881286
C: 1.881629 -0.675990 2.112539
C: 3.266694 -0.565080 2.130083
C: 3.987414 -0.590931 0.929537
C: 3.324367 -0.732990 -0.296251
C: 1.940149 -0.846022 -0.327076
C: -1.265250 -0.012693 0.791317
C: -1.242976 1.374346 0.752315
H: -5.279497 0.438024 2.062712
H: -4.256301 -0.855370 2.735570
H: -3.624690 0.813186 2.592823
H: -3.704083 0.650650 0.132443
H: -5.660974 -0.969818 0.006506
H: -4.287118 -1.494190 -0.972733
H: -4.572790 -2.255951 0.611469
H: 0.837287 -3.372174 1.034893
H: -0.214371 -5.343815 -0.141977
H: -1.754514 -4.435404 -0.199834
H: -0.330802 -3.865431 -1.117584
H: -0.288041 -5.146908 2.426756
H: -0.445690 -3.542917 3.167158
H: -1.824222 -4.249511 2.272166
H: 1.285720 -0.648384 3.028283
H: 3.783124 -0.458084 3.084010
H: 5.071444 -0.506793 0.949090
H: 3.885915 -0.755183 -1.230406
H: 1.389907 -0.943409 -1.266664
H: -0.266400 1.843202 0.739165
H: -2.191904 1.894461 0.654855
C: -2.930082 4.275438 10.711459
O: -2.100620 3.351477 9.977075
C: -1.655090 3.700851 8.740933
C: -0.847431 2.749107 8.066533
C: -0.333900 3.046343 6.823763
C: -0.518781 4.318868 6.240133
C: 0.166684 4.646271 5.007022
C: 0.812057 5.823051 4.786167
S: 1.453300 6.179739 3.165109
C: 0.028750 6.223201 2.087403
C: -0.382068 5.082495 1.393991
C: -1.506552 5.145919 0.566979
C: -2.201424 6.353526 0.428922
C: -1.785004 7.491364 1.127149
C: -0.667969 7.425223 1.960878
O: 1.925899 7.548288 3.166213
O: 2.319338 5.101038 2.749907
S: 1.081873 7.003068 6.125264
C: 2.648585 7.812420 5.782027
C: 2.697095 9.196367 5.628389
C: 3.913766 9.799304 5.308641
C: 5.066435 9.017531 5.186022
C: 5.015213 7.635145 5.400543
C: 3.802720 7.031763 5.733647
O: 0.050205 8.017101 6.007583
O: 1.297459 6.297110 7.366091
C: -1.374554 5.235204 6.890713
C: -1.945047 4.942802 8.118288
H: -3.186158 3.743273 11.627926
H: -2.374687 5.194224 10.950804
H: -3.844055 4.524948 10.152244
H: -0.651719 1.796058 8.554222
H: 0.278057 2.318504 6.289736
H: 0.233990 3.884443 4.233202
H: 0.177852 4.156238 1.509516
H: -1.830903 4.249019 0.034754
H: -3.070227 6.405333 -0.225888
H: -2.321451 8.437785 1.030380
H: -0.329750 8.298418 2.514545
H: 1.780142 9.775004 5.727482
H: 3.941077 10.879014 5.144442
H: 6.012541 9.486811 4.923887
H: 5.909492 7.014116 5.307833
H: 3.733638 5.962644 5.933724
H: -1.626568 6.177578 6.401378
H: -2.584718 5.680451 8.612282

Atomic forces in eV per Å
-0.08 0.13 0.25
0.43 -0.49 -0.07
-0.55 0.11 -0.31
0.63 0.19 0.19
1.78 -1.33 0.39
-2.14 0.93 -0.09
-0.31 0.25 -0.13
0.09 -0.27 -0.29
0.03 -0.11 0.27
-0.16 -1.04 0.11
1.34 0.29 0.04
-0.38 -0.07 -0.75
0.14 0.01 -0.19
-0.29 -0.09 -0.01
0.14 0.03 0.24
-0.45 0.03 0.72
-0.36 1.73 -0.22
0.06 -0.91 0.08
0.13 -0.03 0.09
0.00 0.19 -0.11
-0.05 -0.14 -0.03
-0.24 -0.03 -0.15
0.04 -0.11 0.04
-0.01 -0.09 0.10
-0.13 0.19 -0.15
-0.14 0.04 -0.03
-0.11 0.15 0.00
0.25 -0.04 -0.09
-0.11 -0.08 0.08
-0.09 0.17 -0.04
-0.11 -0.07 -0.10
0.26 0.01 0.08
0.27 0.00 -0.24
-0.06 0.00 -0.28
-0.19 0.00 0.00
-0.08 0.03 0.28
0.25 0.03 0.27
-0.32 0.23 -0.05
0.51 0.22 0.10
0.36 -0.23 -0.39
-0.24 0.29 -0.10
0.20 0.52 -0.47
-0.58 0.41 0.50
0.16 0.46 -0.31
-0.87 -0.36 0.82
0.92 1.08 -0.14
-0.24 -0.87 0.44
0.14 0.75 -0.97
-0.45 -0.32 -0.08
-0.03 0.07 0.12
0.10 0.19 0.08
0.21 -0.09 0.16
0.15 -0.17 0.03
-0.06 0.02 0.04
0.00 -0.70 0.19
-0.46 0.22 0.33
0.39 1.32 0.05
0.19 -0.13 0.11
-0.09 -0.21 -0.22
-0.07 -0.21 0.17
-0.16 -0.14 -0.01
-0.17 0.06 0.13
-0.10 0.14 -0.17
0.29 -0.51 0.21
-0.35 -0.06 -0.52
0.21 -0.33 -0.46
0.08 -0.73 0.58
0.00 0.15 -0.12
-0.14 -0.24 -0.08
0.25 -0.10 0.13
-0.07 0.20 -0.13
-0.12 0.10 0.21
-0.15 0.06 -0.09
-0.13 0.15 -0.08
0.13 0.31 0.15
0.18 -0.01 0.16
0.15 -0.34 -0.01
-0.07 -0.17 -0.13
0.21 -0.14 -0.13
0.10 -0.37 0.09
-0.19 -0.09 0.03
-0.26 0.31 0.06
0.09 0.21 -0.14
0.22 -0.21 0.19
0.26 -0.34 -0.26

Results of the Löwdin charge analysis, in e, for atoms 1 through 5: C -0.044; C -0.385; C -0.067; N -0.058; N 0.135

---

In the order shown, the computed HOMO level values come out to -9.8; -3.8; -9.5; -12.6; -2.3; -6.0 eV.
In the order shown, the computed energy above the lowest of the compared OMol25 structures with the same formula, charge and spin values come out to 70.1; 29.4; 68.7; 44.2; 31.0; 0.0 kcal per mole.